100
Properties=species:S:1:pos:R:3:forces:R:3 method="wB97M-V/def2-TZVPD" total_energy_ev=-160644.1986 lumo_energy_ev="0.227 / -0.533" homo_lumo_gap_ha="0.15929 / 0.20966" e_homo_ev="-4.11 / -6.24" multiplicity=6 s_squared=8.821
Ir 11.645818 10.361223 12.062676 1.25 -1.55 -1.09
C 13.246523 11.869979 16.350688 0.35 -1.99 0.68
C 12.414231 12.210508 15.214347 -2.59 1.36 -2.11
S 12.622329 11.944832 13.395452 1.38 2.80 1.66
C 11.329417 13.045803 15.135835 1.44 -1.53 0.67
C 10.378161 13.301158 16.230705 -1.24 1.63 0.67
S 11.306555 13.639410 13.504282 -0.36 -0.80 -0.70
H 13.950557 12.696321 16.479941 0.04 -0.17 0.48
H 13.818511 10.945381 16.087144 -0.24 0.62 0.54
H 12.635429 11.646960 17.284506 0.82 0.44 -1.04
H 9.507276 13.954609 15.888447 1.01 -1.01 0.41
H 10.897690 13.896928 16.999016 -0.30 -0.17 0.07
H 9.985297 12.375590 16.722894 0.35 0.69 -0.65
Cl 6.162131 14.418872 8.985742 -0.04 0.14 -0.13
C 7.638281 13.638132 9.452890 2.00 -0.29 0.14
C 8.865406 13.835847 8.747655 -1.35 0.85 -1.19
C 10.002401 13.091402 9.026523 0.92 0.02 1.02
C 10.071933 12.254656 10.156221 -2.27 0.04 0.44
O 11.108813 11.522216 10.405473 0.09 0.80 -0.98
C 8.833657 12.133222 10.995547 1.53 -0.31 -0.28
C 8.735877 11.340083 12.179564 -0.45 1.02 -1.49
O 9.679682 10.748869 12.854417 0.13 -0.35 0.51
C 7.678223 12.831471 10.567862 -1.18 -0.81 0.36
H 8.903635 14.563074 7.905448 -0.19 -0.65 0.70
H 10.963179 13.253448 8.495533 -0.85 -0.12 0.13
H 7.713491 11.291603 12.559516 -0.03 -0.14 0.41
H 6.762854 12.561514 11.145569 0.54 0.65 -0.57
C 13.588243 10.446136 8.111160 -1.83 1.04 -0.47
C 14.365869 9.357404 8.767074 1.86 -0.74 0.44
C 13.591676 8.036616 8.731089 -0.62 -0.56 -0.73
C 15.609140 9.232479 7.839759 -0.05 -0.63 -0.01
P 14.711690 9.742777 10.616833 -0.11 0.00 -1.90
N 13.206489 9.836292 11.033071 -0.26 0.31 2.22
C 15.749225 8.328081 11.499395 -0.45 1.88 0.99
C 15.114122 6.988415 11.273582 -0.30 -0.55 -0.61
C 17.166076 8.299724 11.015311 2.32 -0.15 -0.62
C 15.794657 8.602335 13.030120 -1.33 0.01 0.86
C 15.536702 11.491870 10.570601 -0.03 -0.83 0.35
C 16.632948 11.624077 9.572873 0.82 1.07 -2.00
C 16.159877 11.804300 11.909957 0.39 0.17 2.15
C 14.456039 12.498418 10.243490 -0.74 0.28 0.48
H 13.321662 9.990029 7.105174 0.14 0.93 0.88
H 14.260473 11.315327 7.958406 -0.80 -0.34 -0.11
H 12.631897 10.783861 8.644593 1.27 -0.57 -0.67
H 13.051055 8.012194 7.742548 0.47 -0.13 0.78
H 12.810698 7.914830 9.522123 0.79 0.21 -0.51
H 14.308102 7.189845 8.732979 -0.71 0.37 0.02
H 15.303709 8.603362 6.992319 0.08 0.20 -0.04
H 16.428269 8.685278 8.324090 0.01 0.39 -0.22
H 15.923670 10.218509 7.437417 0.00 -1.01 0.33
H 15.361181 6.742737 10.221609 -0.36 -0.50 0.75
H 14.009066 7.027782 11.406372 0.77 -0.19 0.04
H 15.595607 6.249506 11.963454 -0.51 0.47 -0.56
H 17.327021 7.954589 9.965512 -0.43 0.36 0.68
H 17.790086 7.593986 11.615338 -0.67 0.19 -0.18
H 17.727165 9.248256 11.135887 -0.55 -0.27 -0.13
H 14.845762 8.411056 13.601397 0.46 0.02 -1.05
H 16.068977 9.596554 13.372396 0.29 0.16 -0.47
H 16.499999 7.911901 13.476094 0.39 -0.24 -0.03
H 17.426342 10.902402 9.686447 0.30 -0.32 -0.07
H 17.100243 12.638636 9.668271 -0.33 -0.69 0.21
H 16.278034 11.624775 8.509855 0.31 -0.15 1.12
H 17.040455 11.156180 12.056095 -0.28 0.17 0.18
H 15.482535 11.694899 12.822793 0.67 0.04 -1.35
H 16.560344 12.851038 11.964464 -0.47 -0.71 -0.34
H 14.615333 13.073292 9.317157 0.15 -0.26 0.40
H 14.480586 13.149546 11.118797 -0.62 0.48 -0.36
H 13.483973 12.007175 10.183322 -0.15 0.47 0.10
N 10.610336 8.653385 11.012539 -0.82 -1.23 -1.17
C 9.910524 8.469261 10.094765 0.28 0.76 1.34
N 9.000847 8.330149 9.185315 -1.09 -0.56 -0.93
C 7.697680 7.704182 9.478999 -0.87 0.97 0.68
C 6.475626 8.569391 8.961723 0.62 -0.40 0.35
C 6.708912 9.164545 7.558541 -0.36 0.14 0.08
C 8.124227 9.817479 7.475238 -1.28 -0.62 -0.64
C 9.143295 8.741769 7.792350 1.57 0.38 -0.21
H 7.643660 7.586303 10.582283 -0.09 -0.07 -0.72
H 7.632073 6.737809 8.994705 0.25 -0.39 -0.08
H 6.274642 9.389392 9.685925 0.12 -0.52 -0.42
H 5.590219 7.898816 8.889466 0.51 0.44 0.40
H 5.870101 9.876679 7.417515 0.69 -0.07 -0.16
H 6.542578 8.374892 6.791729 0.44 0.40 0.33
H 8.170045 10.568502 8.277738 0.25 0.19 -0.50
H 8.315531 10.241197 6.457430 -0.15 -0.13 0.97
H 10.160306 9.128433 7.629723 -0.21 0.05 0.36
H 9.123133 7.840538 7.162959 -0.55 0.17 -0.04
C 10.787099 6.061049 13.058122 -0.53 -0.66 -0.74
As 10.606444 7.444425 14.379857 1.44 1.50 -0.20
C 8.798391 8.203012 14.548045 -0.18 -1.38 -0.33
C 11.177298 6.579632 16.020623 -1.11 0.15 0.45
S 12.171331 8.952311 14.007123 -1.17 -1.72 1.33
H 11.836133 5.886140 12.785118 -0.18 0.09 0.63
H 10.329284 6.332476 12.103328 -0.15 0.34 0.30
H 10.283505 5.143591 13.394763 0.34 0.14 0.03
H 8.014943 7.603754 14.009781 0.87 0.36 0.60
H 8.817247 9.198192 14.139396 0.30 0.52 -0.24
H 8.618523 8.213142 15.619820 -0.23 0.04 0.03
H 10.573897 5.686460 16.184608 -0.37 0.20 0.41
H 11.224220 7.270589 16.898100 -0.19 -0.62 -0.88
H 12.134705 6.179644 15.801940 1.17 0.02 -0.21